Below is a single C4H10N4 molecule at a distorted geometry, with properties calculated with the ωB97M-V functional and the def2-TZVPD basis.

Geometry as XYZ:
```
18
Properties=species:S:1:pos:R:3:lowdin_charge:R:1
H -0.30673 -1.21588 0.68006 0.174
C 2.33397 -1.12756 -0.40471 -0.211
N -2.07189 1.20904 -0.21654 -0.040
H -1.03782 1.38556 1.83238 0.126
H 0.67953 1.57700 0.43960 0.151
H -2.07041 -0.01490 1.54854 0.096
C -1.18827 0.25714 -0.94472 -0.170
N 1.62880 0.19276 -0.45484 -0.099
C -1.45166 0.69927 1.04601 -0.186
H 2.56672 -1.75095 -1.48700 0.168
H -3.05803 0.92112 -0.60295 0.143
H -1.75358 -0.60334 -1.32246 0.115
N 2.49675 -1.74778 0.72995 0.054
C -0.38876 -0.09025 0.34371 -0.353
H 1.90853 -1.27170 1.34666 -0.018
H 1.35392 0.34655 -1.37040 0.064
H -0.47566 0.66605 -1.63386 0.082
N 0.83460 0.56787 0.47057 -0.097
```

Results
Multiplicity ... 1
F_max ... 0.17576 Eh/bohr
HOMO ... -8.98 eV
Frontier orbital gap ... 9.7327 eV
DFT total energy ... -10265.922 eV
ΔE to the lowest compared entry with this formula, charge and spin ... 113.66 kcal/mol
LUMO level ... 0.75 eV
SMILES string ... [H]/N=C\NNC1CNC1


Below is a 2-piece molecular cluster, C4H10N4 overall at a distorted geometry, with properties calculated with the ωB97M-V functional and the def2-TZVPD basis.

Geometry as XYZ:
```
18
Properties=species:S:1:pos:R:3:lowdin_charge:R:1
H 0.25480 1.60167 2.67396 0.064
H -2.64117 -0.46377 -1.15516 0.090
H 0.41501 -2.19234 0.51577 0.076
C 1.65043 0.59243 -0.51997 -0.252
C -1.94899 0.14131 -0.55157 -0.109
N 0.15348 0.66509 1.05891 -0.211
N 2.72422 1.07232 -1.14774 0.052
C -0.64893 -0.59356 -0.44967 -0.202
H 3.29182 1.83025 -0.78002 0.088
C -0.60613 -1.83143 0.39217 -0.109
H -1.82396 1.09847 -1.05817 0.079
N 1.30793 1.15790 0.61529 -0.036
H -1.17591 -2.61980 -0.11949 0.088
H -0.18116 -0.73284 -1.41204 0.071
N -0.36525 0.96670 2.14445 0.099
H 3.03238 0.66009 -2.01019 0.075
H -1.04330 -1.66631 1.37606 0.070
H -2.39528 0.31382 0.42741 0.067
```

Results
Multiplicity ... 1
F_max ... 0.02202 Eh/bohr
HOMO (spin up / spin down) ... -7.61 / -7.61 eV
Frontier orbital gap (spin up / spin down) ... 7.9879 / 7.9886 eV
DFT total energy ... -10265.540 eV
ΔE to the lowest compared entry with this formula, charge and spin ... 122.47 kcal/mol
LUMO level (spin up / spin down) ... 0.37 / 0.37 eV


Below is a 2-piece molecular cluster, C4H10N4 overall at a distorted geometry, with properties calculated with the ωB97M-V functional and the def2-TZVPD basis.

Geometry as XYZ:
```
18
Properties=species:S:1:pos:R:3:lowdin_charge:R:1
H -5.10573 0.19448 -0.77230 0.192
H 3.09240 -1.27949 -0.73462 0.131
C 2.70561 0.67240 -0.32004 -0.048
C -3.01556 0.15882 -0.36152 -0.184
H 3.50606 -0.86587 0.84630 0.140
H -4.61549 -0.07127 0.84932 0.124
N 1.30370 1.01866 -0.23447 0.110
H -2.52244 0.17441 -1.41809 0.212
H 3.20114 1.31633 0.36631 0.137
N 1.32210 -1.00741 0.53503 0.094
N -2.11255 -0.15395 0.48550 0.274
H -1.74479 -0.16846 1.43657 0.138
H 0.95766 1.90380 -0.20724 0.135
H 3.06571 0.84402 -1.31066 0.136
N -4.31891 0.07512 -0.07625 0.212
C 0.57312 0.03341 0.18588 0.076
C 2.69070 -0.83871 0.14073 -0.079
H 1.01727 -2.00627 0.58958 0.200
```

Results
Multiplicity ... 1
F_max ... 0.08949 Eh/bohr
HOMO (spin up / spin down) ... -18.30 / -18.30 eV
Frontier orbital gap (spin up / spin down) ... 7.0550 / 7.1416 eV
DFT total energy ... -10248.168 eV
Net charge ... +2
ΔE to the lowest compared entry with this formula, charge and spin ... 119.28 kcal/mol
LUMO level (spin up / spin down) ... -11.25 / -11.16 eV


Below is a 2-piece molecular cluster, C4H10N5 overall at a distorted geometry, with properties calculated with the ωB97M-V functional and the def2-TZVPD basis.

Geometry as XYZ:
```
19
Properties=species:S:1:pos:R:3:lowdin_charge:R:1
H 2.67247 1.96838 -0.56473 0.094
H -3.63070 0.85164 1.11023 0.093
H 0.41362 -1.55453 1.65096 0.093
H -1.03200 -2.06231 -0.54424 0.168
H -3.50972 0.26702 -0.72904 0.104
C -3.04095 0.62688 0.22435 0.006
H 3.44955 1.18677 0.83008 0.170
N 0.63750 0.77160 -0.85163 0.133
H -1.51897 0.90305 1.25548 0.126
N 2.52825 1.48029 0.32168 0.129
H 0.71138 1.45791 -1.56850 0.162
N -1.77088 0.51095 0.31105 0.033
C 0.82179 -1.69971 0.70504 -0.162
H -0.90575 -0.15572 -1.86704 0.154
C 1.65614 0.44076 0.01970 -0.454
C -0.31112 -0.16490 -0.96927 -0.151
N 1.78539 -0.68913 0.60495 0.090
H 1.27427 -2.73266 0.43002 0.160
N -0.23027 -1.40630 -0.36911 0.049
```

Results
Multiplicity ... 1
F_max ... 0.07600 Eh/bohr
HOMO ... -13.06 eV
Frontier orbital gap ... 9.9370 eV
DFT total energy ... -11752.525 eV
Net charge ... +1
ΔE to the lowest compared entry with this formula, charge and spin ... 79.59 kcal/mol
LUMO level ... -3.13 eV


Below is an isolated ion of composition C4H10N5 and charge +1 at a distorted geometry, with properties calculated with the ωB97M-V functional and the def2-TZVPD basis.

Geometry as XYZ:
```
19
Properties=species:S:1:pos:R:3:lowdin_charge:R:1
N -2.28089 0.06325 -0.12849 0.111
C 1.39791 1.61347 0.33274 -0.089
H 2.45677 0.00732 0.82996 0.164
H -2.08239 0.16040 -2.15668 0.202
N -0.47324 -0.29519 1.42939 0.187
H 0.24680 -0.52218 -1.92897 0.148
H 2.36226 2.00926 0.43511 0.070
C 0.65286 -0.64387 0.12332 -0.536
C -1.64329 -0.01798 1.10995 -0.223
H 0.64891 1.70110 1.25376 0.117
H 0.75983 1.97495 -0.53111 0.093
H -3.31211 0.12877 -0.18471 0.192
H 0.44807 -2.70552 0.06380 0.130
C -1.51160 -0.04323 -1.17139 -0.088
N -0.23263 -0.29915 -1.09252 0.172
N 1.75311 0.22302 0.08261 -0.050
N 1.09516 -1.91257 0.09986 0.133
H -2.24265 0.34390 1.91503 0.126
H 1.95714 -1.78576 -0.48164 0.142
```

Results
Multiplicity ... 1
F_max ... 0.08919 Eh/bohr
HOMO ... -13.50 eV
Frontier orbital gap ... 9.5915 eV
DFT total energy ... -11752.430 eV
Net charge ... +1
ΔE to the lowest compared entry with this formula, charge and spin ... 81.79 kcal/mol
LUMO level ... -3.91 eV
SMILES string ... CN[C@@]1(N)N=CNC=[NH+]1


Below is an isolated ion of composition C4H10N5 and charge +1 at a distorted geometry, with properties calculated with the ωB97M-V functional and the def2-TZVPD basis.

Geometry as XYZ:
```
19
Properties=species:S:1:pos:R:3:lowdin_charge:R:1
H -0.16311 -1.88280 1.09628 0.138
H -0.88616 -0.16791 1.28690 0.089
N 1.54877 -1.49941 0.06378 0.132
H 0.26387 0.64750 -1.23805 0.113
H -1.83553 0.26188 0.07680 0.101
H -1.50925 -3.34527 -2.07248 0.143
H -0.39064 2.85408 0.88040 0.134
N -0.61352 -3.45768 -1.51024 0.240
C 1.29402 0.75717 0.63654 -0.154
N 2.01201 -0.45417 0.47211 0.097
C -0.44869 2.32265 -0.17786 -0.055
C 0.25392 -1.92948 0.14090 -0.155
H 2.06517 1.56846 0.44447 0.166
H -1.52024 2.19402 -0.30906 0.072
H 1.05369 0.86967 1.64194 0.121
H 0.13535 3.05089 -0.82041 0.113
C 0.08794 0.92155 -0.27731 -0.381
N -0.44082 -2.66423 -0.62940 0.039
N -0.90678 -0.04692 0.29469 0.047
```

Results
Multiplicity ... 1
F_max ... 0.10476 Eh/bohr
HOMO (spin up / spin down) ... -13.76 / -13.76 eV
Frontier orbital gap (spin up / spin down) ... 8.0927 / 8.0926 eV
DFT total energy ... -11747.635 eV
Net charge ... +1
ΔE to the lowest compared entry with this formula, charge and spin ... 192.35 kcal/mol
LUMO level (spin up / spin down) ... -5.66 / -5.67 eV
SMILES string ... C[C@H](N)C/N=N\C=[N+]=N


Below is an isolated ion of composition C4H10N5 and charge +1 at a distorted geometry, with properties calculated with the ωB97M-V functional and the def2-TZVPD basis.

Geometry as XYZ:
```
19
Properties=species:S:1:pos:R:3:lowdin_charge:R:1
H -1.24380 0.33019 2.05598 0.103
N 1.24031 -1.73090 -1.78861 0.254
C 0.14236 1.45532 -0.22008 -0.004
C -1.64870 0.15204 1.03359 -0.041
H 0.53802 1.93837 0.57923 0.070
N 2.40624 -1.89394 0.21506 0.120
H -2.06095 1.08092 0.78714 0.073
N 0.43388 -0.94209 0.37812 -0.002
H 0.90848 1.18720 -0.91704 0.082
C 2.18693 -1.41238 1.46709 -0.041
H 2.65577 -1.57081 2.41342 0.143
N 1.01644 -0.85179 1.58135 0.156
H -2.33711 -0.71065 1.07349 0.107
N 1.39819 -1.52445 -0.44376 -0.188
H 2.11751 -2.19323 -2.05207 0.147
C -0.56864 0.14624 0.00565 -0.335
H 0.43892 -2.31351 -2.02212 0.144
H -0.98309 -0.37704 -0.87573 0.147
H -0.33535 2.11923 -0.81518 0.067
```

Results
Multiplicity ... 3
F_max ... 0.11329 Eh/bohr
HOMO (spin up / spin down) ... -11.74 / -15.78 eV
⟨S²⟩ ... 2.01
Frontier orbital gap (spin up / spin down) ... 8.7701 / 6.9759 eV
DFT total energy ... -11746.578 eV
Net charge ... +1
ΔE to the lowest compared entry with this formula, charge and spin ... 95.86 kcal/mol
LUMO level (spin up / spin down) ... -2.97 / -8.80 eV


What is the multiplicity in the seventh record? 3


DFT total energy of number 3 (C4H10N4)? -10248.168 eV


Which value of ΔE to the lowest compared entry with this formula, charge and spin does entry 6 give? 192.35 kcal/mol


multiplicity of number 5 (C4H10N5)? 1